Record 1
A cluster of 7 separate species, C19H56N4O7 in total at a distorted geometry. Source: the Open Molecules 2025 dataset; level of theory: ωB97M-V with the def2-TZVPD basis set.

CARTESIAN COORDINATES (ANGSTROEM)
C1 13.35132 15.85120 11.97735
O1 12.02405 15.55951 11.52751
H1 14.09313 15.54821 11.25150
H2 13.49937 16.87065 12.33506
H3 13.44727 15.17481 12.83898
H4 12.05262 15.99420 10.66463
C2 9.55807 14.75317 7.05748
O2 10.43303 13.78383 7.67561
H5 8.80724 14.10646 6.51384
H6 8.93134 15.28255 7.74715
H7 10.01276 15.35349 6.30964
H8 11.29684 14.16121 7.77167
C3 14.12671 15.16144 8.70113
O3 12.86934 15.44578 8.10540
H9 14.65204 16.06536 8.90665
H10 14.04426 14.64423 9.64170
H11 14.73289 14.63800 7.99726
H12 12.33272 16.02901 8.64049
C4 11.86450 10.81203 9.15542
C5 11.01656 9.54596 9.01223
C6 10.32064 9.16752 10.31512
O4 9.84758 7.85502 10.04984
C7 9.12614 7.28691 11.16396
N1 9.98375 9.71388 7.94406
H13 12.61340 10.78792 8.38616
H14 12.33985 10.76008 10.11010
H15 11.36076 11.77282 9.05449
H16 11.69018 8.69206 8.86029
H17 9.49837 9.83125 10.56172
H18 11.03396 9.17477 11.13906
H19 9.55625 7.50495 12.11690
H20 8.99549 6.19891 11.08433
H21 8.12148 7.68588 11.27135
H22 9.67711 8.77197 7.58666
H23 10.48390 10.12262 7.12178
C8 10.16832 15.05227 16.13543
C9 8.86704 14.28834 16.17297
C10 9.27854 12.83165 16.15890
O5 9.90762 12.48858 14.94466
C11 10.79753 11.32932 15.02211
N2 8.06112 14.56651 17.37586
H24 10.81025 14.75401 15.34696
H25 10.68629 14.93574 17.07842
H26 9.85683 16.08222 15.91222
H27 8.33793 14.60143 15.28289
H28 8.39218 12.12971 16.27461
H29 9.87993 12.65792 17.06587
H30 11.31681 11.24525 14.05537
H31 10.20866 10.39291 15.15159
H32 11.45086 11.51291 15.88062
H33 8.34189 15.49248 17.84073
H34 7.11629 14.83963 17.13299
C12 5.50522 12.45283 10.42883
C13 6.86020 11.97456 9.81804
C14 8.09739 12.27093 10.72493
O6 7.95814 13.61858 11.06540
C15 8.77304 14.04498 12.16328
N3 6.73721 10.61178 9.36500
H35 4.68474 12.02682 9.82725
H36 5.52748 13.53915 10.63349
H37 5.43863 12.00277 11.43768
H38 7.16518 12.62411 8.94844
H39 9.04308 12.05118 10.23434
H40 7.97703 11.59864 11.58601
H41 8.62647 13.28562 12.99198
H42 8.40403 15.02050 12.55575
H43 9.82738 14.11706 11.90664
H44 7.56540 10.27434 8.86050
H45 6.53122 10.05466 10.22954
C16 12.36156 19.09192 7.11574
C17 11.44595 19.57145 8.18702
C18 11.77194 18.85835 9.45633
O7 11.23842 17.54194 9.39645
C19 10.00195 17.36662 10.19790
N4 11.20494 21.00046 8.41815
H46 13.42148 19.29339 7.33094
H47 12.14817 19.47577 6.11353
H48 12.32559 17.99330 7.13721
H49 10.45107 19.13247 7.91689
H50 11.32962 19.43581 10.27995
H51 12.90870 18.78924 9.41886
H52 10.23604 17.13720 11.26630
H53 9.43381 16.60201 9.75323
H54 9.47796 18.31268 10.03164
H55 10.58393 21.39587 7.65219
H56 12.15344 21.35911 8.26542

## Properties
* gap between HOMO and LUMO: 9.05 eV
* HOMO: -8.4 eV
* strongest force on any atom: 3.4 eV/Å
* SMILES: COC[C@H](C)N.COC[C@H](C)N.COC[C@H](C)N.COC[C@H](C)N.CO.CO.CO
* charge: 0
* molar mass: 452.678 g mol⁻¹


Record 2
A cluster of 9 separate species, C19H56N4O9 in total at a distorted geometry. Source: the Open Molecules 2025 dataset; level of theory: ωB97M-V with the def2-TZVPD basis set.

CARTESIAN COORDINATES (ANGSTROEM)
C1 -36.83600 -0.51400 -1.80700
O1 -36.89500 0.22000 -2.96500
H1 -37.85200 -0.58800 -1.40000
H2 -36.27600 0.07200 -1.06000
H3 -36.52600 -1.50500 -2.03100
H4 -36.18700 -0.08600 -3.54900
C2 -36.56700 -1.70100 -9.13800
O2 -35.41700 -2.40000 -9.69600
H5 -37.15200 -1.01400 -9.81600
H6 -36.31800 -1.12300 -8.25400
H7 -37.21500 -2.45000 -8.61000
H8 -34.59700 -2.12600 -9.31300
C3 -34.12400 -6.20000 -6.23100
O3 -35.23500 -6.94200 -6.34400
N1 -33.28300 -6.09100 -5.32900
N2 -33.67900 -5.45000 -7.18800
H9 -33.55400 -6.49600 -4.41900
H10 -32.94700 -5.12900 -5.10500
H11 -34.32600 -5.40800 -8.05400
H12 -32.68200 -5.41200 -7.46200
C4 -35.78600 -2.70900 -5.69900
O4 -36.01600 -1.54500 -5.05000
N3 -36.42700 -3.84000 -5.48600
N4 -34.78900 -2.93700 -6.51900
H13 -37.17300 -3.89200 -4.84300
H14 -36.18400 -4.74800 -5.90100
H15 -34.39700 -2.12300 -6.95600
H16 -34.50900 -3.85500 -6.95700
C5 -31.65500 -2.56900 -7.45300
C6 -32.26300 -1.55900 -8.43700
C7 -32.29700 -2.03700 -9.85500
O5 -33.36800 -1.12200 -8.17700
H17 -31.77600 -2.07600 -6.47400
H18 -30.68600 -2.84300 -7.72800
H19 -32.06000 -3.58300 -7.51500
H20 -31.59000 -0.60700 -8.37000
H21 -32.80400 -3.05500 -9.80600
H22 -31.28500 -2.26800 -10.19300
H23 -32.86800 -1.34600 -10.47400
H24 -33.35300 -0.19600 -8.44600
C8 -34.18200 -4.93800 -11.09200
C9 -35.06100 -5.80000 -10.20600
C10 -34.28900 -7.08700 -9.89000
O6 -35.41200 -5.20500 -9.23100
H25 -34.08300 -5.42900 -12.04000
H26 -33.14900 -4.92100 -10.74500
H27 -34.57900 -3.94200 -11.27800
H28 -36.02000 -6.04400 -10.83600
H29 -33.89600 -7.45500 -10.89100
H30 -35.02800 -7.76100 -9.51400
H31 -33.40600 -7.03800 -9.27000
H32 -35.59100 -4.36800 -9.59100
C11 -35.30900 1.52300 -6.97600
C12 -34.38800 1.71100 -5.74000
C13 -33.46900 0.55600 -5.76200
O7 -33.72600 2.78900 -5.78900
H33 -35.94300 2.39300 -7.08100
H34 -36.08800 0.65100 -6.84400
H35 -34.74300 1.43000 -7.88000
H36 -35.00300 1.79300 -4.83000
H37 -34.06700 -0.32200 -5.84000
H38 -32.86600 0.54500 -4.80400
H39 -32.86800 0.67600 -6.63500
H40 -33.44800 2.91000 -4.84000
C14 -34.39200 -6.94800 -0.87100
C15 -34.65100 -7.42200 -2.25700
C16 -35.85400 -6.70200 -2.85500
O8 -33.62800 -6.95900 -2.87700
H41 -33.58600 -7.44300 -0.41100
H42 -35.31400 -7.02500 -0.22600
H43 -34.22100 -5.90100 -0.83800
H44 -34.77600 -8.48200 -2.43100
H45 -35.70400 -5.69000 -3.07600
H46 -36.72400 -6.83400 -2.18900
H47 -36.02400 -7.20200 -3.83000
H48 -32.92400 -7.52300 -2.63600
C17 -33.93600 -3.17600 -2.81400
C18 -33.07000 -2.63100 -3.89400
C19 -31.59100 -2.30100 -3.46400
O9 -32.77600 -3.45900 -4.78600
H49 -33.60700 -4.10200 -2.45000
H50 -34.90800 -3.24700 -3.31500
H51 -33.99300 -2.46800 -2.02500
H52 -33.34800 -1.67100 -4.31400
H53 -31.63900 -1.65600 -2.56000
H54 -30.96000 -1.86300 -4.30000
H55 -31.03100 -3.19600 -3.25800
H56 -33.48400 -3.32700 -5.45200

## Properties
* gap between HOMO and LUMO: 9.71 eV
* HOMO: -9.3 eV
* strongest force on any atom: 14.0 eV/Å
* SMILES: NC(N)=O.NC(N)=O.CC(C)O.CC(C)O.CC(C)O.CC(C)O.CC(C)O.CO.CO
* charge: 0
* molar mass: 484.676 g mol⁻¹


Record 3
A cluster of 9 separate species, C19H56N4O9 in total at a distorted geometry. Source: the Open Molecules 2025 dataset; level of theory: ωB97M-V with the def2-TZVPD basis set.

CARTESIAN COORDINATES (ANGSTROEM)
C1 -1.83375 1.65897 0.43830
O1 -1.13275 0.49697 -0.11770
H1 -2.82275 1.70097 0.01330
H2 -1.44275 2.60297 0.22730
H3 -1.85375 1.56997 1.53030
H4 -1.72275 -0.25503 0.05930
C2 -2.39675 2.98797 -3.17570
O2 -1.47875 2.05597 -3.58670
H5 -3.38275 2.56497 -3.41170
H6 -2.12975 3.90497 -3.75370
H7 -2.34175 3.18897 -2.06970
H8 -0.93275 2.46897 -4.32770
C3 0.42225 4.84697 0.28030
O3 0.18325 5.89897 1.04430
N1 1.25225 3.86297 0.62830
N2 0.04725 4.78997 -0.98070
H9 1.55225 3.88297 1.64230
H10 1.36725 2.95397 0.15430
H11 -0.53075 5.58697 -1.25970
H12 0.34425 4.03897 -1.65170
C4 1.87125 2.00897 -1.86970
O4 3.17625 1.98697 -2.33370
N3 1.51325 1.45597 -0.73170
N4 0.88625 2.59497 -2.48570
H13 2.26925 0.99197 -0.23870
H14 0.55125 1.19497 -0.58470
H15 1.17925 3.06797 -3.34770
H16 -0.12075 2.32897 -2.49370
C5 -1.37075 -1.26903 3.39130
C6 -1.67675 -2.70903 2.93030
C7 -1.10175 -3.79603 3.91030
O5 -2.87175 -2.96303 2.64230
H17 -0.40975 -1.18903 3.96030
H18 -2.21975 -0.86203 4.00930
H19 -1.28575 -0.67403 2.44330
H20 -1.13475 -2.91403 1.98730
H21 -1.22775 -4.80903 3.45630
H22 -1.74175 -3.72403 4.80130
H23 -0.07175 -3.61903 4.07730
H24 -3.32975 -3.37503 3.37530
C8 0.35425 -2.61303 -4.49870
C9 -0.31375 -1.32803 -3.94870
C10 0.39425 -0.81503 -2.75870
O6 -0.44975 -0.39603 -4.79570
H25 1.45025 -2.67303 -4.40870
H26 0.23025 -2.82303 -5.52670
H27 -0.16175 -3.52003 -4.06670
H28 -1.34975 -1.50603 -3.58270
H29 1.38725 -0.40403 -2.95370
H30 0.52525 -1.52903 -1.97870
H31 -0.26275 -0.11303 -2.28570
H32 -0.85275 0.28697 -4.30970
C11 3.67325 -2.56403 1.29230
C12 2.58725 -1.70303 0.69230
C13 1.24225 -1.85803 1.37230
O7 2.90525 -0.50403 0.65830
H33 3.67325 -2.27003 2.30730
H34 4.65225 -2.40403 0.95630
H35 3.56525 -3.56203 1.32230
H36 2.42125 -1.89403 -0.36270
H37 0.82025 -2.82003 1.04930
H38 0.49025 -1.11903 1.11030
H39 1.40825 -1.95403 2.47930
H40 3.06025 -0.23303 1.58830
C14 -3.45375 -1.18803 -1.92870
C15 -3.00575 -1.96403 -0.70170
C16 -1.66475 -2.68703 -0.83570
O8 -3.14075 -1.41403 0.45230
H41 -4.40475 -0.80103 -1.66970
H42 -3.48975 -1.91303 -2.70470
H43 -2.63475 -0.46003 -2.12470
H44 -3.67175 -2.83003 -0.68670
H45 -0.78475 -2.05303 -0.52870
H46 -1.50975 -3.08103 -1.85270
H47 -1.55675 -3.50303 -0.07170
H48 -3.16275 -2.03803 1.19030
C17 3.35925 2.27697 2.23230
C18 2.45325 1.50297 3.12630
C19 0.94725 1.48197 2.74930
O9 2.74825 0.34697 3.42030
H49 3.23325 2.04097 1.23630
H50 4.42025 2.11797 2.34830
H51 3.25325 3.37197 2.23930
H52 2.60325 2.10197 4.09130
H53 0.93125 0.81897 1.85230
H54 0.51925 2.44497 2.50730
H55 0.19725 1.07397 3.47730
H56 2.31325 0.13597 4.24930

## Properties
* gap between HOMO and LUMO: 9.02 eV
* HOMO: -8.8 eV
* strongest force on any atom: 11.7 eV/Å
* SMILES: NC(N)=O.NC(N)=O.CC(C)O.CC(C)O.CC(C)O.CC(C)O.CC(C)O.CO.CO
* charge: 0
* molar mass: 484.676 g mol⁻¹